Molecular formula: C20H18CdN2PS5SbSe
Method: DFT, the ωB97M-V functional and the def2-TZVPD basis

## Properties
net charge: -1
total energy: -6024.4353 Ha
spin multiplicity: 2
lowest unoccupied orbital energy (alpha / beta): 0.087 / 0.041 hartree
ΔE to the lowest compared entry with this formula, charge and spin: 3.67 kcal/mol
⟨S²⟩: 0.762

Atoms and positions in Å:
Cd 1.113 2.366 -1.103
S 2.613 7.258 -1.912
Sb 1.226 5.493 -1.614
S 1.417 3.740 -3.209
S 1.650 4.252 0.391
C -1.655 1.265 -3.768
N -2.156 0.588 -2.589
C -2.276 1.136 -1.360
Se -1.945 2.876 -0.862
N -2.606 0.144 -0.507
C -2.621 -1.074 -1.164
C -2.806 -2.371 -0.721
C -2.701 -3.376 -1.669
C -2.416 -3.090 -3.004
C -2.226 -1.790 -3.445
C -2.336 -0.785 -2.498
H -1.561 2.326 -3.550
H -2.340 1.110 -4.601
H -0.669 0.870 -4.020
H -2.649 0.298 0.487
H -2.983 -2.591 0.323
H -2.812 -4.407 -1.361
H -2.326 -3.906 -3.710
H -1.979 -1.573 -4.475
S 1.030 -3.061 0.059
P 1.121 -1.131 0.387
S 0.855 -0.058 -1.343
C 2.695 -0.620 1.155
C 2.892 0.695 1.571
C 4.096 1.083 2.133
C 5.113 0.151 2.297
C 4.918 -1.163 1.901
C 3.712 -1.549 1.331
C -0.109 -0.633 1.647
C -0.597 -1.607 2.515
C -1.514 -1.271 3.500
C -1.954 0.040 3.630
C -1.470 1.016 2.771
C -0.548 0.678 1.790
H 2.107 1.438 1.471
H 4.234 2.113 2.435
H 6.058 0.452 2.733
H 5.707 -1.893 2.029
H 3.549 -2.570 1.010
H -0.268 -2.631 2.394
H -1.892 -2.039 4.164
H -2.672 0.298 4.398
H -1.803 2.044 2.844
H -0.215 1.458 1.119